ORCA calculation (wB97M-V/def2-TZVPD) on a structure of composition C38H44N5O3Ti.

The geometry in XYZ format:
```
91
Properties=species:S:1:pos:R:3:forces:R:3:lowdin_charge:R:1
Ti -0.212 0.685 -0.507 -0.3 0.0 -0.2 1.137
O 4.123 0.756 -1.293 0.0 0.0 0.0 0.070
C 4.222 2.053 -1.659 0.0 0.0 0.0 -0.251
C 5.509 2.540 -1.882 0.0 0.0 0.0 -0.005
C 5.700 3.850 -2.264 0.0 0.0 0.0 -0.062
C 4.614 4.711 -2.432 0.0 0.0 0.0 -0.079
C 3.343 4.234 -2.215 0.0 0.0 0.0 -0.025
C 3.119 2.905 -1.826 0.0 0.0 0.0 -0.082
C 1.741 2.454 -1.611 0.1 -0.1 0.0 -0.369
O 1.545 1.227 -1.116 -0.1 0.1 0.2 -0.192
N 0.737 3.207 -1.899 -0.2 0.0 0.0 0.106
N -0.448 2.549 -1.558 0.1 -0.2 -0.1 -0.057
C -1.521 3.191 -1.854 -0.1 0.0 0.0 -0.019
C -2.857 2.716 -1.597 0.1 0.1 0.0 -0.141
C -3.948 3.465 -2.052 0.0 0.0 0.0 -0.023
C -5.239 3.043 -1.813 0.0 0.0 0.0 -0.069
C -5.450 1.861 -1.103 0.0 0.0 0.0 -0.052
C -4.386 1.109 -0.637 0.0 0.0 0.0 0.007
C -3.085 1.531 -0.885 0.1 -0.1 0.0 -0.289
O -2.058 0.802 -0.441 0.2 0.0 0.1 -0.179
H 3.181 0.554 -1.168 0.0 0.0 0.0 0.058
H 6.340 1.861 -1.751 0.0 0.0 0.0 0.123
H 6.706 4.211 -2.434 0.0 0.0 0.0 0.111
H 4.769 5.738 -2.731 0.0 0.0 0.0 0.105
H 2.483 4.878 -2.339 0.0 0.0 0.0 0.110
H -1.394 4.160 -2.332 0.0 0.0 0.0 0.144
H -3.762 4.381 -2.599 0.0 0.0 0.0 0.120
H -6.078 3.622 -2.172 0.0 0.0 0.0 0.110
H -6.460 1.523 -0.915 0.0 0.0 0.0 0.113
H -4.539 0.187 -0.092 0.0 0.0 0.0 0.123
C -1.543 0.515 -5.201 0.0 0.0 0.0 -0.030
C -1.568 -0.579 -4.170 -0.1 0.0 0.0 -0.246
C -2.370 -1.700 -4.317 0.0 0.0 0.0 0.003
C -2.407 -2.698 -3.343 0.0 0.0 0.0 -0.243
C -3.271 -3.917 -3.525 0.0 0.0 0.0 -0.038
C -1.643 -2.565 -2.191 -0.2 0.1 0.1 0.012
C -0.811 -1.458 -2.026 0.1 0.1 0.1 -0.265
C -0.772 -0.492 -3.032 0.1 0.1 -0.1 -0.017
N -0.054 -1.157 -0.879 0.0 0.3 0.2 -0.052
C 0.544 -2.165 0.019 0.0 -0.1 -0.1 -0.427
C -0.457 -2.617 1.094 0.0 0.0 0.0 -0.071
C 0.201 -3.620 2.043 0.0 0.0 0.0 -0.278
C 1.390 -2.948 2.736 0.0 0.0 0.0 -0.114
C 2.414 -2.510 1.685 0.0 0.0 0.0 -0.274
C 2.903 -3.730 0.899 0.0 0.0 0.0 -0.109
C 1.711 -4.379 0.193 0.0 0.0 0.0 -0.273
C 0.686 -4.831 1.238 0.0 0.0 0.0 -0.108
C 1.058 -3.376 -0.768 0.0 -0.2 0.0 -0.068
C 1.763 -1.529 0.707 0.0 0.0 0.0 -0.092
H -1.977 0.182 -6.142 0.0 0.0 0.0 0.081
H -0.524 0.854 -5.394 0.0 0.0 0.0 0.086
H -2.119 1.377 -4.855 0.0 0.0 0.0 0.080
H -2.970 -1.812 -5.213 0.0 0.0 0.0 0.121
H -3.902 -3.827 -4.408 0.0 0.0 0.0 0.078
H -3.917 -4.071 -2.660 0.0 0.0 0.0 0.084
H -2.658 -4.812 -3.640 0.0 0.0 0.0 0.088
H -1.720 -3.319 -1.420 0.0 0.0 0.0 0.107
H -0.039 0.308 -2.976 0.1 0.0 -0.1 0.102
H -1.336 -3.059 0.622 0.0 0.0 0.0 0.117
H -0.805 -1.737 1.649 0.0 0.0 0.0 0.120
H -0.528 -3.942 2.790 0.0 0.0 0.0 0.142
H 1.855 -3.638 3.445 0.0 0.0 0.0 0.125
H 1.042 -2.080 3.309 0.0 0.0 0.0 0.108
H 3.260 -2.018 2.171 0.0 0.0 0.0 0.144
H 3.376 -4.447 1.575 0.0 0.0 0.0 0.125
H 3.658 -3.425 0.169 0.0 0.0 0.0 0.126
H 2.051 -5.242 -0.385 0.0 0.0 0.0 0.144
H 1.137 -5.568 1.907 0.0 0.0 0.0 0.124
H -0.163 -5.317 0.749 0.0 0.0 0.0 0.124
H 0.242 -3.867 -1.302 0.1 0.0 0.1 0.109
H 1.775 -3.035 -1.520 0.0 0.0 0.0 0.141
H 2.483 -1.233 -0.058 0.0 0.0 0.0 0.119
H 1.474 -0.627 1.257 -0.1 0.1 0.0 0.094
N -0.006 1.416 1.432 0.0 -0.2 -0.1 0.164
C -0.050 1.763 2.539 0.1 0.0 0.1 -0.161
N -0.090 2.155 3.763 0.0 0.0 0.0 -0.059
C -1.387 2.491 4.410 0.1 0.0 0.0 -0.102
C -1.338 2.038 5.868 0.0 0.0 0.0 -0.170
C -0.587 0.715 5.978 0.0 0.0 0.0 -0.179
C 0.901 0.902 5.638 0.0 0.0 0.0 -0.154
C 1.099 2.044 4.637 0.0 0.0 0.0 -0.103
H -2.170 1.959 3.869 0.0 0.0 0.0 0.132
H -1.564 3.562 4.314 0.0 0.0 0.0 0.130
H -2.361 1.949 6.230 0.0 0.0 0.0 0.122
H -0.853 2.798 6.485 0.0 0.0 0.0 0.121
H -1.038 -0.006 5.289 0.0 0.0 0.0 0.114
H -0.692 0.294 6.976 0.0 0.0 0.0 0.117
H 1.315 -0.025 5.237 0.0 0.0 0.0 0.104
H 1.471 1.141 6.537 0.0 0.0 0.0 0.120
H 1.974 1.903 4.007 0.0 0.0 0.0 0.133
H 1.207 3.005 5.137 0.0 0.0 0.0 0.131
```
Forces are in eV/Å.

Properties
- DFT total energy (eV) = -76827.69766
- LUMO (hartree) = -0.1285
- relative energy (zero: lowest compared OMol25 entry of this formula, charge and spin) (kcal/mol) = 0.2
- charge = +1
- Kohn-Sham gap (Eh) = 0.2534


ORCA calculation (wB97M-V/def2-TZVPD) on a structure of composition C38H45BCeIN8S2 at a distorted geometry.

The geometry in XYZ format:
```
96
Properties=species:S:1:pos:R:3:forces:R:3:lowdin_charge:R:1
Ce -0.803 -0.573 1.920 1.0 -0.6 0.4 0.864
C 0.455 -3.126 2.372 0.1 -0.2 -0.3 -0.327
C 0.405 -2.584 3.670 -0.2 0.2 0.3 -0.294
C 1.392 -1.561 3.752 -0.4 0.2 0.2 -0.274
C 2.076 -1.512 2.522 -0.1 0.2 -0.2 -0.308
C 1.500 -2.482 1.667 -0.2 0.2 -0.2 -0.316
C 2.004 -2.941 0.328 0.1 0.0 0.0 -0.063
C 3.323 -0.703 2.297 0.0 0.0 0.0 -0.076
C 1.767 -0.739 4.955 0.0 0.0 0.1 -0.038
C -0.354 -3.193 4.819 0.1 0.0 0.0 -0.066
C -0.207 -4.390 1.906 -0.1 0.0 -0.1 -0.055
H 1.252 -2.851 -0.462 0.0 0.0 0.0 0.053
H 2.301 -3.994 0.365 0.0 0.0 0.0 0.083
H 2.880 -2.372 0.008 0.0 0.0 0.0 0.050
H 3.174 0.374 2.430 0.0 0.0 0.0 0.069
H 3.729 -0.845 1.294 0.0 0.0 0.0 0.043
H 4.104 -0.999 3.004 0.0 0.0 0.0 0.082
H 1.386 0.286 4.923 0.0 0.0 0.0 0.077
H 2.854 -0.670 5.051 0.0 0.0 0.0 0.074
H 1.393 -1.183 5.880 0.0 0.0 0.0 0.067
H -1.428 -3.007 4.803 0.0 0.0 0.0 0.006
H 0.038 -2.841 5.776 0.0 0.0 0.0 0.067
H -0.234 -4.279 4.813 0.0 0.0 0.0 0.085
H -0.638 -4.299 0.904 0.0 0.0 0.0 0.079
H -1.022 -4.684 2.562 0.0 0.0 0.0 0.008
H 0.517 -5.214 1.869 0.0 0.0 0.0 0.085
C 0.372 4.244 1.861 0.0 0.0 0.0 -0.055
C 0.712 2.895 1.739 0.1 0.0 0.1 -0.171
N -0.292 2.105 2.114 0.0 0.2 0.0 -0.017
N -1.293 2.937 2.485 -0.1 -0.1 0.0 -0.025
C -0.923 4.216 2.336 0.0 0.0 0.1 -0.073
B -2.638 2.431 3.039 -0.1 0.1 0.1 -0.517
N -2.378 1.508 4.246 0.1 0.0 -0.1 -0.017
C -2.774 1.705 5.511 0.0 0.0 0.0 -0.069
C -2.250 0.701 6.299 0.0 0.0 0.0 -0.036
C -1.527 -0.089 5.404 0.0 0.0 0.0 -0.118
N -1.603 0.399 4.169 -0.2 0.1 0.1 -0.025
N -3.431 1.719 1.919 0.2 0.0 0.0 -0.020
C -4.744 1.842 1.674 0.0 0.1 0.0 -0.072
C -5.048 1.125 0.536 0.0 0.0 0.0 -0.047
C -3.827 0.571 0.153 0.1 0.1 -0.1 -0.190
N -2.847 0.932 0.981 -0.1 0.0 0.2 -0.031
H 0.981 5.105 1.647 0.0 0.0 0.0 0.090
H 1.647 2.466 1.418 0.0 0.0 0.0 0.063
H -1.603 5.010 2.595 0.0 0.0 0.0 0.120
H -3.282 3.374 3.427 0.0 -0.1 0.0 0.121
H -3.393 2.552 5.758 0.0 0.0 0.0 0.120
H -2.376 0.556 7.358 0.0 0.0 0.0 0.095
H -0.964 -0.985 5.591 0.0 0.0 0.0 0.081
H -5.361 2.449 2.316 0.0 0.0 0.0 0.122
H -6.007 1.012 0.062 0.0 0.0 0.0 0.094
H -3.616 -0.077 -0.682 0.0 0.0 0.0 0.060
S 1.469 0.254 -0.082 0.1 0.1 0.1 0.864
C 1.057 0.340 -1.665 -0.6 -0.4 -0.4 -0.601
N 1.693 1.087 -2.567 0.1 0.3 -0.2 -0.100
C 1.281 1.145 -3.968 0.1 0.0 0.2 -0.100
C 0.846 -0.217 -4.402 -0.2 -0.1 0.1 -0.098
N -0.206 -0.689 -3.500 0.1 -0.2 -0.4 -0.100
C -1.277 -1.448 -4.163 0.1 0.1 0.1 -0.114
C -2.149 -0.516 -4.966 0.0 0.0 0.1 -0.218
C -2.223 -0.609 -6.349 0.0 0.0 0.0 -0.050
C -3.021 0.272 -7.071 0.0 0.0 0.0 -0.079
C -3.745 1.251 -6.409 0.0 0.0 0.0 -0.084
C -3.674 1.349 -5.023 0.0 0.0 0.0 -0.069
C -2.883 0.469 -4.304 0.0 0.0 0.0 -0.027
C -0.130 -0.520 -2.185 0.5 0.6 0.2 -0.625
S -1.220 -1.155 -1.126 -0.3 -0.3 0.2 0.811
C 2.806 1.978 -2.220 -0.1 -0.1 0.0 -0.113
C 4.116 1.415 -2.711 0.0 0.0 0.0 -0.213
C 4.569 0.185 -2.230 0.0 0.0 0.0 -0.027
C 5.764 -0.344 -2.689 0.0 0.0 0.0 -0.069
C 6.520 0.350 -3.629 0.0 0.0 0.0 -0.085
C 6.076 1.571 -4.108 0.0 0.0 0.0 -0.080
C 4.874 2.100 -3.650 0.0 0.0 0.0 -0.049
H 2.138 1.472 -4.556 0.0 0.0 0.0 0.132
H 0.472 1.871 -4.090 0.0 0.0 0.0 0.145
H 1.684 -0.920 -4.388 0.0 0.0 0.0 0.146
H 0.433 -0.181 -5.408 0.0 0.0 0.0 0.129
H -1.850 -1.963 -3.398 0.0 0.0 0.0 0.082
H -0.810 -2.200 -4.802 0.0 0.0 0.0 0.134
H -1.660 -1.379 -6.866 0.0 0.0 0.0 0.113
H -3.076 0.191 -8.149 0.0 0.0 0.0 0.104
H -4.368 1.936 -6.969 0.0 0.0 0.0 0.104
H -4.244 2.107 -4.502 0.0 0.0 0.0 0.107
H -2.834 0.540 -3.223 0.0 0.0 0.0 0.103
H 2.808 2.111 -1.141 0.0 0.0 0.0 0.090
H 2.610 2.947 -2.684 0.0 0.0 0.0 0.132
H 3.985 -0.350 -1.488 0.0 0.0 0.0 0.092
H 6.110 -1.296 -2.307 0.0 0.0 0.0 0.107
H 7.456 -0.063 -3.982 0.0 0.0 0.0 0.104
H 6.662 2.115 -4.838 0.0 0.0 0.0 0.104
H 4.528 3.058 -4.023 0.0 0.0 0.0 0.112
I -3.738 -3.594 3.067 0.0 -0.1 0.1 0.674
C -3.063 -1.829 2.013 0.0 -0.1 -0.1 -0.796
H -3.793 -1.100 2.376 0.0 0.1 0.0 -0.073
H -3.393 -2.063 0.993 0.0 0.0 0.0 -0.078
```
Forces are in eV/Å.

Properties
- DFT total energy (eV) = -95437.42501
- LUMO (spin up / spin down) (hartree) = -0.0414 / -0.0413
- relative energy (zero: lowest compared OMol25 entry of this formula, charge and spin) (kcal/mol) = 0.0
- 2S+1 = 2
- Kohn-Sham gap (spin up / spin down) (Eh) = 0.2075 / 0.2080


ORCA calculation (wB97M-V/def2-TZVPD) on a structure of composition C38H45BHfN12S2 at a distorted geometry.

The geometry in XYZ format:
```
99
Properties=species:S:1:pos:R:3:forces:R:3:lowdin_charge:R:1
Hf -0.169 0.002 -0.091 -0.2 0.7 -0.7 1.679
C -2.408 3.179 -0.836 0.0 0.0 0.0 -0.037
C -2.230 2.697 0.564 0.0 0.1 -0.1 -0.303
C -2.901 3.205 1.675 0.0 0.0 0.0 0.024
C -2.433 2.498 2.764 0.0 0.1 -0.1 -0.258
C -2.808 2.657 4.200 0.1 0.0 0.0 -0.011
N -1.525 1.616 2.315 -0.1 0.2 0.1 0.029
N -1.393 1.725 0.957 0.2 -0.5 0.1 -0.006
B -0.614 0.735 3.169 0.1 -0.1 -0.2 -0.543
N 0.857 0.989 2.827 0.0 0.2 0.1 0.028
N 1.377 0.880 1.564 -0.1 -0.5 0.4 -0.024
C 2.700 1.068 1.694 0.0 0.0 0.1 -0.335
C 3.749 0.957 0.638 -0.1 0.0 0.0 -0.046
C 3.007 1.339 3.031 0.1 0.0 0.0 0.012
C 1.818 1.276 3.719 0.1 0.0 0.0 -0.270
C 1.589 1.464 5.183 -0.1 0.0 -0.1 -0.016
N -0.927 -0.759 2.943 0.0 -0.1 0.2 0.035
N -0.678 -1.391 1.755 0.2 0.4 0.2 -0.020
C -0.913 -2.695 1.963 -0.1 0.0 0.0 -0.319
C -0.752 -3.780 0.958 0.0 0.1 0.1 -0.026
C -1.329 -2.890 3.279 0.0 -0.1 0.0 0.022
C -1.328 -1.642 3.869 0.0 0.0 -0.1 -0.259
C -1.691 -1.285 5.272 0.1 0.0 -0.1 -0.008
H -2.898 4.151 -0.814 0.0 0.0 0.0 0.084
H -3.035 2.490 -1.403 0.0 0.1 0.0 0.074
H -1.455 3.268 -1.352 0.0 0.0 0.0 0.043
H -3.634 3.994 1.686 0.0 0.0 0.0 0.116
H -3.593 3.406 4.283 0.0 0.0 0.0 0.083
H -1.954 2.981 4.795 0.0 0.0 0.0 0.083
H -3.177 1.722 4.622 0.0 0.0 0.0 0.075
H -0.794 0.986 4.317 0.0 0.0 0.0 0.109
H 3.532 1.593 -0.213 0.0 0.0 -0.1 0.019
H 3.842 -0.070 0.284 0.0 0.0 0.0 0.062
H 4.705 1.254 1.070 0.0 0.0 0.0 0.080
H 3.985 1.540 3.437 0.0 0.0 0.0 0.112
H 2.538 1.699 5.662 0.0 0.0 0.0 0.082
H 1.185 0.562 5.645 0.0 0.0 0.0 0.073
H 0.892 2.280 5.380 0.0 0.0 0.0 0.082
H -0.114 -3.490 0.133 0.0 0.0 0.0 0.046
H -1.728 -4.045 0.553 0.0 0.0 0.1 0.079
H -0.332 -4.663 1.442 0.0 0.0 0.0 0.089
H -1.597 -3.826 3.742 0.0 0.0 0.0 0.118
H -2.113 -2.158 5.765 0.0 0.0 0.0 0.084
H -2.422 -0.478 5.302 0.0 0.0 0.0 0.073
H -0.816 -0.959 5.839 0.0 0.0 0.0 0.078
C 3.026 3.242 -4.711 -0.1 0.0 0.1 -0.084
C 1.689 2.619 -4.314 0.2 0.0 0.0 -0.281
N 1.860 1.311 -3.712 0.1 0.1 -0.1 -0.001
C 1.751 0.992 -2.410 0.1 -0.1 0.2 -0.813
S 1.258 2.165 -1.264 -0.1 -0.3 0.6 0.694
N 2.100 -0.267 -2.161 -0.1 -0.1 -0.6 -0.042
N 1.800 -0.845 -0.962 0.3 -0.4 0.2 -0.083
C 2.444 -1.968 -0.779 -0.1 0.3 -0.4 -0.258
C 3.380 -2.472 -1.838 0.0 0.0 0.1 -0.020
C 2.373 -2.768 0.461 -0.1 -0.1 0.3 -0.253
C 2.602 -4.146 0.426 0.0 0.0 -0.1 -0.025
C 2.646 -4.850 1.614 0.0 0.0 0.0 -0.062
C 2.483 -4.167 2.810 0.0 0.0 -0.1 -0.053
C 2.249 -2.803 2.747 -0.1 0.0 0.1 -0.125
N 2.184 -2.124 1.609 0.1 0.3 0.0 0.136
H 2.864 4.199 -5.209 0.0 0.0 0.0 0.072
H 3.573 2.586 -5.392 0.0 0.0 0.0 0.069
H 3.640 3.407 -3.824 0.0 0.0 0.0 0.072
H 1.040 2.508 -5.184 -0.1 0.0 0.0 0.098
H 1.177 3.251 -3.594 -0.1 0.0 0.0 0.069
H 2.200 0.566 -4.301 0.0 -0.1 0.0 0.143
H 3.910 -1.638 -2.287 0.0 0.0 0.0 0.077
H 2.809 -2.956 -2.637 0.0 0.1 0.0 0.090
H 4.097 -3.178 -1.424 -0.1 0.0 0.0 0.077
H 2.719 -4.661 -0.518 0.0 0.0 0.0 0.119
H 2.806 -5.921 1.608 0.0 0.0 0.0 0.112
H 2.529 -4.678 3.762 0.0 0.0 0.0 0.105
H 2.109 -2.222 3.653 0.0 0.0 0.0 0.113
C -5.400 -0.582 -0.974 0.0 0.0 0.0 -0.109
C -4.857 -1.188 -2.102 0.0 0.0 0.0 -0.083
C -3.531 -1.580 -2.139 0.1 0.0 -0.1 -0.031
C -2.676 -1.377 -1.039 -0.2 -0.1 0.2 -0.318
C -3.252 -0.783 0.100 0.1 -0.1 -0.1 -0.073
C -4.581 -0.386 0.124 0.0 0.0 0.0 -0.093
N -1.306 -1.669 -1.067 0.4 0.1 0.1 -0.114
C -0.913 -2.534 -2.128 0.0 -0.1 0.1 -0.315
C -1.342 -3.868 -2.142 0.0 0.0 0.0 -0.056
C -0.957 -4.740 -3.146 0.0 -0.1 0.0 -0.085
C -0.132 -4.309 -4.177 0.1 0.1 0.0 -0.103
C 0.270 -2.983 -4.199 0.0 -0.1 0.0 -0.087
C -0.130 -2.107 -3.197 -0.1 0.1 0.1 -0.050
H -6.437 -0.270 -0.955 0.0 0.0 0.0 0.094
H -5.475 -1.343 -2.979 0.0 0.0 0.0 0.103
H -3.138 -2.011 -3.050 0.0 0.0 0.0 0.112
H -2.666 -0.650 0.998 -0.1 0.0 0.0 0.065
H -4.980 0.064 1.026 0.0 0.0 0.0 0.101
H -2.006 -4.218 -1.363 0.0 0.0 -0.1 0.099
H -1.308 -5.765 -3.128 0.0 0.0 0.0 0.100
H 0.170 -4.988 -4.965 0.0 0.0 0.0 0.096
H 0.882 -2.612 -5.013 0.0 0.0 0.0 0.104
H 0.141 -1.070 -3.271 0.1 0.1 0.0 0.066
S -1.896 1.300 -4.422 -0.1 0.1 -0.3 0.615
C -1.485 1.013 -2.909 0.1 0.0 0.4 -0.952
N -1.169 0.844 -1.788 -0.1 -0.3 -0.3 -0.128
```
Forces are in eV/Å.

Properties
- DFT total energy (eV) = -81678.44685
- LUMO (hartree) = -0.0101
- relative energy (zero: lowest compared OMol25 entry of this formula, charge and spin) (kcal/mol) = 23.0
- Kohn-Sham gap (Eh) = 0.2441